87
Properties=species:S:1:pos:R:3:forces:R:3:mulliken_spin:R:1 method="wB97M-V/def2-TZVPD" charge=+1 energy_ha=-5682.2181 gap_ev="7.25 / 7.25" e_lumo_ev="-3.34 / -3.33" e_above_lowest_kcal_mol=20.9 multiplicity=2 homo_energy_ev="-10.596 / -10.576" s_squared=0.76
Ti -0.331807 0.660706 0.049077 0.728 0.077 0.107 1.01
C 2.432380 3.022700 1.425403 0.780 -1.182 -0.185 0.00
N 1.623298 2.685972 2.564204 -0.363 0.626 -0.454 0.00
C 2.251894 2.845668 3.855645 0.573 -1.088 -0.432 0.00
C 1.276488 2.649763 4.958331 0.263 0.292 1.441 0.00
C 0.235451 1.600536 4.714572 0.961 -0.648 -0.837 0.00
N -0.379671 1.954454 3.451857 0.078 0.619 -1.141 0.00
C -1.753742 1.631624 3.244156 -0.504 -1.299 -0.393 0.01
C 0.347933 2.344966 2.379129 -0.083 -0.900 0.511 0.00
O -0.141488 2.336556 1.176913 0.156 0.038 0.599 -0.01
H 3.486586 2.978921 1.742985 -0.418 0.612 -0.123 0.00
H 2.124496 3.929457 0.939919 0.176 0.618 -0.072 0.00
H 2.365425 2.223650 0.697033 -0.166 -0.123 -0.356 0.00
H 2.684227 3.846476 3.937562 0.226 -0.208 -0.140 0.00
H 3.047831 2.046881 3.898311 -0.466 0.953 0.112 0.00
H 0.780672 3.581999 5.222043 -0.086 0.121 -0.136 0.00
H 1.892924 2.388091 5.800761 0.014 -0.128 0.715 0.00
H -0.507677 1.630014 5.494698 -0.298 -0.065 0.154 0.00
H 0.671593 0.563076 4.654142 -0.380 0.849 0.021 0.00
H -1.854285 0.576284 2.932674 -0.031 0.388 -0.277 0.00
H -2.225605 2.295751 2.522450 -0.006 -0.096 0.131 0.00
H -2.246033 1.653571 4.191316 -0.499 0.472 0.629 0.00
C -4.410125 -4.529191 -3.164132 -0.122 1.704 -1.403 0.00
C -4.107757 -3.316285 -2.341720 0.522 0.614 -0.436 0.00
C -3.725771 -2.175044 -3.023809 0.767 1.954 2.711 0.00
C -3.277629 -0.986527 -2.348127 -1.357 -1.182 -0.990 0.00
C -2.923083 0.257946 -3.107770 0.613 0.341 -0.591 0.00
C -3.240635 -0.996246 -0.953526 -0.348 -0.612 -0.592 0.01
Se -2.731520 0.507644 0.053707 -0.040 1.170 0.141 -0.05
C -3.665359 -2.114743 -0.241011 1.310 -0.838 -0.493 0.01
C -3.450735 -2.133054 1.246817 -1.839 -0.308 1.095 0.00
C -4.015564 -3.271297 -0.971337 -1.440 -0.864 2.392 0.00
H -5.241040 -4.387620 -3.889245 0.396 0.034 0.621 0.00
H -4.589196 -5.349198 -2.573087 -0.585 -2.029 1.344 0.00
H -3.527877 -4.723916 -3.756850 0.252 -0.265 -0.276 0.00
H -3.729941 -2.212430 -4.052322 -0.012 0.246 -2.275 0.00
H -2.882258 0.106397 -4.208888 -0.349 -0.022 0.769 0.00
H -1.874564 0.489225 -2.819169 -0.559 0.436 -0.145 0.01
H -3.584506 1.130621 -2.862894 0.632 -0.795 -0.118 0.00
H -2.463816 -1.785033 1.567683 -0.192 0.065 -0.261 0.00
H -3.558718 -3.172065 1.622743 -0.133 0.623 -0.116 0.00
H -4.256098 -1.470157 1.752387 1.354 -1.052 -0.591 0.00
H -4.398382 -4.148607 -0.354709 0.781 1.009 -0.895 0.00
C -1.356951 3.683389 -3.167689 0.813 1.382 -0.157 0.00
C 0.138281 4.089954 -2.918787 -2.328 0.036 -1.389 0.00
S 1.202609 2.774792 -2.580504 1.590 -0.143 1.374 -0.01
O 0.569986 1.883345 -1.584195 -0.001 0.342 -0.505 0.02
O 2.481693 3.349313 -2.230422 -0.376 -0.484 0.080 0.00
C 1.418081 1.863290 -4.074036 -1.020 -1.436 0.327 0.00
C 2.328801 0.613059 -3.997672 0.525 0.329 -0.245 0.00
N 1.736438 -0.500799 -3.249435 -0.461 0.401 -0.939 0.00
C 1.716748 -0.537608 -1.904225 1.560 -0.486 1.335 -0.01
N 0.587231 -1.021227 -1.435395 0.121 -0.017 0.537 0.03
C -0.141835 -1.400175 -2.514452 -0.674 -0.316 -0.681 0.01
C 0.522982 -1.070693 -3.651786 0.287 0.604 -0.317 -0.01
N 0.158329 -1.139350 -5.067077 0.804 -1.312 -0.807 0.00
O 1.054279 -1.313917 -5.911089 -0.646 0.664 1.466 0.00
O -1.018244 -1.126299 -5.344451 -0.152 0.199 0.408 0.00
C 2.951809 -0.373190 -1.030833 0.125 -0.700 -0.646 0.01
H -1.969768 4.591812 -3.041292 0.298 -0.312 -0.264 0.00
H -1.586343 3.074984 -2.341227 -0.760 -1.136 0.845 0.00
H -1.615383 3.218067 -4.115223 0.302 -0.091 -0.005 0.00
H 0.085979 4.682102 -2.026653 0.598 0.330 0.609 0.00
H 0.558755 4.670985 -3.738546 0.217 -0.008 0.102 0.00
H 1.836409 2.541731 -4.799795 -0.177 0.280 -0.358 0.00
H 0.400477 1.488911 -4.291545 0.290 0.530 -0.502 0.00
H 3.279244 0.894299 -3.540510 -0.003 -0.236 -0.165 0.00
H 2.475156 0.302362 -5.045905 0.160 0.008 0.612 0.00
H -1.046733 -1.957191 -2.367815 -0.350 0.095 -0.264 0.00
H 3.296320 -1.387016 -0.636582 -0.287 1.048 -1.178 0.00
H 2.711064 0.078501 -0.100644 -0.420 0.868 0.745 0.00
H 3.744944 0.204459 -1.542103 -0.294 -0.552 0.403 0.00
C 2.944738 -1.623406 4.896417 0.715 0.176 -0.868 0.00
Si 2.026622 -2.392179 3.426686 1.008 0.607 -0.427 0.00
C 0.817350 -3.653883 3.932163 0.010 -1.402 0.348 0.00
C 3.453919 -2.928798 2.306624 -0.058 1.112 0.393 0.00
C 1.064035 -1.143217 2.488795 -0.673 1.817 -1.910 0.11
C 0.570759 -0.408219 1.603869 0.697 -1.495 1.577 -0.13
H 3.772177 -2.233910 5.307247 -0.129 0.258 -0.690 0.00
H 2.291726 -1.582804 5.724448 -1.018 0.580 1.030 0.00
H 3.312044 -0.598871 4.616877 -0.238 -0.916 0.428 0.00
H 1.385881 -4.350543 4.581125 -0.508 0.066 -0.171 0.00
H 0.399249 -4.237993 3.096730 0.265 0.236 0.187 0.00
H -0.029071 -3.264354 4.495115 0.088 0.146 0.115 0.00
H 4.169763 -3.418865 2.960169 0.261 -0.192 -0.120 0.00
H 3.918972 -1.980890 1.944363 -0.177 -0.565 0.312 0.00
H 3.255159 -3.527495 1.441342 -0.286 -0.472 -0.391 0.00